Entry from the Open Molecules 2025 dataset: a structure of composition C9H18N3O4PPb (ωB97M-V/def2-TZVPD).

Properties
HOMO-LUMO gap (spin up / spin down) in eV: 4.71 / 4.71
Total charge: +2
M in g/mol: 470.43

Cartesian coordinates (Å):
O1 0.0014 2.2807 -6.5495
C1 0.0013 1.6697 -5.6267
Pb1 -0.0027 0.3037 -3.1355
C2 1.6534 -0.7927 -3.6661
C3 -1.6477 -0.7979 -3.6460
O2 2.7322 -1.3218 -3.9852
O3 -2.7396 -1.3201 -3.9849
C4 -2.5445 0.1020 1.5901
N1 -1.9275 0.1307 0.2897
C5 -1.9433 1.5135 -0.2778
P1 -0.2328 -0.4411 0.3946
O4 0.0149 0.0143 -1.0398
N2 0.1339 0.6623 1.7022
C6 1.1751 1.5630 1.3356
C7 -0.1838 0.6444 3.1047
N3 1.4469 -1.1505 0.4447
C8 1.7650 -1.7578 1.6931
C9 1.7383 -2.0279 -0.6587
H1 -3.6043 -0.0401 1.4432
H2 -2.4418 1.0578 2.1522
H3 -2.2022 -0.7571 2.1857
H4 -1.3027 2.2109 0.3132
H5 -1.6306 1.5575 -1.3226
H6 -2.9609 1.8853 -0.2363
H7 0.9691 2.0344 0.3658
H8 1.2558 2.3640 2.0739
H9 2.1560 1.0606 1.2809
H10 -0.8161 1.5280 3.3556
H11 -0.6893 -0.2561 3.4893
H12 0.7354 0.7676 3.7066
H13 1.0649 -2.5993 1.8839
H14 2.7879 -2.1680 1.6405
H15 1.7431 -1.0808 2.5341
H16 1.0503 -2.8840 -0.6424
H17 1.6782 -1.5563 -1.6403
H18 2.7669 -2.3991 -0.5675

Atomic forces in eV per Å
O 0.0 0.9 -1.0
C 0.0 -0.6 0.0
Pb 0.1 8.3 3.1
C 14.0 -9.2 -4.4
C -14.8 -9.5 -4.6
O -9.7 5.4 2.8
O 10.5 5.6 3.3
C -1.2 0.2 0.8
N 0.6 -1.6 -0.5
C 0.5 0.0 0.5
P 1.7 4.7 1.9
O 0.7 -0.3 -1.3
N -0.5 -1.5 -2.0
C 1.6 0.7 -0.1
C -0.3 0.5 1.6
N -3.3 -0.2 -0.4
C 0.6 -1.8 1.1
C 0.5 -1.1 -0.3
H -0.5 -0.1 0.1
H 0.2 -0.8 -0.3
H -0.1 0.4 -0.2
H -0.4 -0.4 -0.4
H -0.2 -0.1 0.3
H -0.3 -0.2 0.2
H 0.1 -0.1 0.1
H -0.1 -0.1 0.0
H -0.2 0.4 0.1
H 0.3 -0.6 0.0
H 0.3 0.4 -0.5
H -0.2 -0.2 -0.3
H 0.7 0.2 0.2
H -0.4 0.1 0.0
H -0.1 0.3 0.0
H 0.4 -0.1 -0.2
H -0.1 0.1 0.5
H -0.2 0.0 0.0

Löwdin atomic charge list, values in e, 2 entries: O 0.165; C -0.060